Run w
22
Properties=species:S:1:pos:R:3 method="wB97M-V/def2-TZVPD" homo_lumo_gap_ev=10.71 homo_energy_ev=-13.9 total_charge=+1 e_lumo_ha=-0.11754
O -2.32 -1.35 0.95
C -1.60 -0.72 0.25
C -0.24 -0.24 0.71
C -0.47 1.33 0.76
C -1.62 1.76 1.69
N 0.82 -0.56 -0.25
H -1.84 -0.35 -0.77
H -0.04 -0.51 1.76
H -0.71 1.65 -0.27
H 0.53 1.69 1.02
H -2.59 1.40 1.40
H -1.42 1.47 2.72
H -1.80 2.81 1.50
H 1.21 0.27 -0.74
H 0.53 -1.20 -1.01
H 1.66 -1.01 0.10
H -0.64 -3.28 -1.98
H 0.82 -3.57 -1.94
O 0.21 -2.83 -1.87
H 3.66 1.13 -0.76
H 2.80 1.41 -1.94
O 3.04 0.68 -1.35

=====

Run x
22
Properties=species:S:1:pos:R:3 method="wB97M-V/def2-TZVPD" homo_lumo_gap_ev=11.08 homo_energy_ev=-14.1 total_charge=+1 e_lumo_ha=-0.11219
C -1.11 1.02 -0.91
C 0.15 1.88 -0.99
C 1.15 1.88 0.15
C 1.75 0.64 0.68
O 1.34 -0.47 0.38
N -0.90 -0.48 -1.13
H -1.66 1.09 0.01
H -1.81 1.38 -1.65
H 0.64 1.63 -1.94
H -0.21 2.85 -1.33
H 2.09 2.33 -0.24
H 1.01 2.63 0.89
H 2.59 0.76 1.39
H -1.33 -0.79 -1.99
H -1.24 -0.99 -0.30
H 0.12 -0.58 -0.98
H 0.92 -1.56 1.85
H 0.30 -1.68 3.36
O 0.77 -2.09 2.63
H -1.55 -3.38 0.76
H -1.31 -3.32 -0.65
O -1.70 -2.76 0.02

=====

Least stable of them? run x.

=====

Run w
8
Properties=species:S:1:pos:R:3 method="wB97M-V/def2-TZVPD" homo_lumo_gap_ev="7.89 / 8.64" homo_energy_ev="-4.0 / -4.0" total_charge=-1 e_lumo_ha="0.14241 / 0.17161"
C 1.78 0.04 -0.18
N -0.74 -0.82 -0.21
N -1.62 -0.01 0.15
O -2.83 -0.28 -0.16
O -1.35 1.01 0.76
H 1.08 0.22 -0.96
H 2.11 -0.90 0.06
H 1.58 0.75 0.56

=====

Run x
8
Properties=species:S:1:pos:R:3 method="wB97M-V/def2-TZVPD" homo_lumo_gap_ev=7.00 homo_energy_ev=-2.5 total_charge=-1 e_lumo_ha=0.16476
C -2.28 0.04 0.06
N 0.64 0.10 -0.19
N -0.40 -0.79 0.22
O -3.13 -0.80 0.05
O -2.07 1.22 0.00
H 0.77 -0.12 -1.18
H 0.30 1.07 -0.14
H -0.39 -0.79 1.25

=====

Least stable of them? run w.

=====

Run w
56
Properties=species:S:1:pos:R:3 method="wB97M-V/def2-TZVPD" homo_lumo_gap_ev=9.59 homo_energy_ev=-9.2 e_lumo_ha=0.01380
N 14.49 -4.16 15.48
C 13.25 -3.85 14.89
N 13.10 -2.49 14.52
O 12.33 -4.65 14.74
H 14.54 -5.16 15.73
H 15.23 -3.70 14.99
H 12.24 -2.10 14.26
H 13.78 -1.80 14.75
N 5.78 -1.46 13.61
C 6.80 -1.73 14.53
N 7.01 -0.73 15.51
O 7.53 -2.72 14.41
H 5.43 -2.19 13.01
H 5.31 -0.59 13.53
H 6.39 -0.03 15.83
H 7.90 -0.87 15.99
N 10.40 -8.70 9.09
C 9.50 -7.72 9.42
N 9.87 -7.16 10.67
O 8.51 -7.55 8.75
H 11.15 -9.02 9.64
H 10.10 -9.19 8.28
H 10.56 -7.75 11.17
H 9.29 -6.42 11.07
N 11.12 -9.94 12.44
C 12.13 -9.01 12.86
N 11.58 -7.93 13.45
O 13.31 -9.13 12.65
H 11.60 -10.77 12.07
H 10.34 -10.25 12.98
H 12.18 -7.13 13.70
H 10.63 -7.97 13.90
N 4.58 -5.29 10.68
C 5.45 -4.24 10.99
N 6.65 -4.27 10.26
O 5.25 -3.42 11.82
H 3.73 -5.06 11.10
H 4.34 -5.40 9.69
H 7.46 -3.77 10.62
H 6.83 -5.01 9.60
N 8.99 -5.68 14.63
C 8.11 -6.49 14.13
N 6.86 -5.99 13.99
O 8.43 -7.56 13.68
H 9.99 -5.84 14.55
H 8.65 -4.86 15.09
H 6.76 -5.00 13.95
H 6.17 -6.65 13.58
N 6.44 -8.42 10.92
C 5.34 -8.67 11.81
N 5.70 -8.67 13.08
O 4.16 -8.72 11.46
H 7.30 -8.03 11.32
H 6.10 -7.99 10.01
H 5.35 -9.23 13.82
H 6.71 -8.53 13.28

=====

Run x
56
Properties=species:S:1:pos:R:3 method="wB97M-V/def2-TZVPD" homo_lumo_gap_ev=8.79 homo_energy_ev=-8.7 e_lumo_ha=0.00319
N -0.14 0.94 -0.46
C -0.66 0.29 0.60
N -1.75 -0.43 0.27
O -0.25 0.44 1.78
H 0.73 1.43 -0.32
H -0.68 0.96 -1.32
H -2.05 -1.17 0.87
H -1.69 -0.62 -0.73
N 4.97 0.32 2.26
C 3.83 0.82 1.73
N 2.70 0.15 2.11
O 3.79 1.81 0.98
H 5.81 0.86 2.11
H 5.04 -0.25 3.08
H 2.85 -0.53 2.83
H 1.76 0.34 1.76
N -2.20 -2.77 -2.23
C -3.19 -3.18 -3.06
N -3.76 -4.39 -2.75
O -3.64 -2.50 -3.99
H -1.83 -3.34 -1.47
H -1.79 -1.89 -2.54
H -3.44 -4.91 -1.95
H -4.65 -4.64 -3.13
N 1.05 2.57 3.29
C 0.64 3.76 3.80
N 1.21 4.08 5.01
O -0.16 4.50 3.23
H 0.50 2.08 2.59
H 1.70 2.06 3.85
H 1.72 3.40 5.53
H 1.01 5.02 5.31
N 3.17 3.45 -1.53
C 2.27 4.25 -0.88
N 1.86 3.76 0.34
O 1.93 5.33 -1.33
H 3.34 3.64 -2.49
H 3.73 2.72 -1.13
H 1.20 4.38 0.76
H 2.44 3.02 0.74
N -2.73 -3.78 1.44
C -1.85 -4.66 0.89
N -1.27 -5.52 1.78
O -1.80 -4.84 -0.33
H -2.85 -3.64 2.42
H -3.32 -3.24 0.83
H -0.64 -6.22 1.45
H -1.61 -5.52 2.72
N -1.89 1.23 -4.59
C -1.46 0.19 -3.84
N -0.58 -0.65 -4.46
O -1.96 0.02 -2.71
H -2.64 1.76 -4.19
H -1.71 1.28 -5.58
H -0.27 -1.44 -3.92
H -0.80 -0.72 -5.44

=====

Least stable of them? run w.

=====

Run w
11
Properties=species:S:1:pos:R:3 method="wB97M-V/def2-TZVPD" homo_lumo_gap_ev=10.74 homo_energy_ev=-10.2 e_lumo_ha=0.02036
N -0.10 -0.61 -1.41
S -0.61 -0.77 -0.01
N -0.13 0.48 0.87
O -0.68 -1.96 0.73
C -2.56 0.17 -0.04
F -3.02 0.41 1.17
F -2.83 1.30 -0.74
F -3.35 -0.81 -0.59
H 0.00 -1.41 -2.02
H -0.74 0.79 1.58
H 0.43 1.17 0.41

=====

Run x
11
Properties=species:S:1:pos:R:3 method="wB97M-V/def2-TZVPD" homo_lumo_gap_ev="8.24 / 8.31" homo_energy_ev="-9.2 / -9.5" e_lumo_ha="-0.03719 / -0.04360"
C 2.83 0.00 0.07
N -0.21 -2.11 -0.86
N 0.28 0.14 1.01
O 0.57 1.04 -1.38
F 3.71 0.42 -0.84
F 2.87 0.78 1.16
F 3.13 -1.31 0.31
S 0.81 -0.09 -0.55
H 0.31 -2.47 -1.71
H -0.81 0.19 0.92
H 0.68 -0.60 1.54

=====

Least stable of them? run x.

=====

Run w
10
Properties=species:S:1:pos:R:3 method="wB97M-V/def2-TZVPD" homo_lumo_gap_ev=7.38 homo_energy_ev=-8.7 e_lumo_ha=-0.04672
C -0.71 1.25 -0.07
C 0.34 0.12 0.10
N 1.60 0.41 -0.01
S 2.56 -0.93 0.08
S 0.98 -2.31 -0.06
C -0.23 -1.19 0.11
S -1.85 -1.59 0.06
H -1.37 0.73 -0.84
H -0.04 2.18 -0.32
H -1.28 1.32 0.95

=====

Run x
10
Properties=species:S:1:pos:R:3 method="wB97M-V/def2-TZVPD" homo_lumo_gap_ev=7.31 homo_energy_ev=-7.3 e_lumo_ha=-0.00121
C 1.49 -0.41 0.80
C 1.00 0.31 -0.14
C -2.29 -0.43 0.56
N 0.73 0.54 -1.43
S -2.10 0.26 -0.79
S 0.79 1.11 1.54
S -2.57 -1.09 1.93
H 2.21 -1.20 0.92
H 0.61 -0.38 -1.76
H 0.13 1.29 -1.63

=====

Least stable of them? run x.

=====

Run w
18
Properties=species:S:1:pos:R:3 method="wB97M-V/def2-TZVPD" homo_lumo_gap_ev=8.23 homo_energy_ev=-11.9 total_charge=+1 e_lumo_ha=-0.13404
C 1.28 -1.63 -0.40
C 2.59 -1.28 -0.13
C 0.48 -0.50 -0.17
C 1.09 0.64 0.25
C -1.77 -0.71 -0.33
N 0.64 2.09 0.48
N -2.21 0.60 -0.51
O -1.89 -1.13 0.98
S 2.80 0.41 0.28
H 0.77 -2.45 -0.89
H 3.49 -1.83 0.03
H -2.09 -1.39 -1.19
H 1.00 2.59 -0.39
H 1.14 2.53 1.25
H -2.66 1.05 0.28
H -0.39 2.23 0.79
H -2.61 0.83 -1.44
H -1.65 -2.05 1.09

=====

Run x
18
Properties=species:S:1:pos:R:3 method="wB97M-V/def2-TZVPD" homo_lumo_gap_ev=9.32 homo_energy_ev=-13.0 total_charge=+1 e_lumo_ha=-0.13517
C 0.64 0.04 -0.18
C -1.87 -0.47 -0.01
C 1.96 0.08 -0.02
C -0.26 1.31 -0.38
C 2.74 -1.15 0.09
N -1.68 0.83 -0.10
N -3.02 -1.09 0.10
O 0.03 2.35 0.40
S -0.41 -1.35 0.05
H 2.37 0.99 -0.02
H -0.32 1.77 -1.34
H 3.40 -1.30 0.90
H 3.60 -1.12 -0.60
H 2.21 -2.00 0.10
H -2.30 1.59 0.12
H -3.83 -0.60 -0.22
H -2.87 -2.08 -0.09
H -0.39 2.19 1.22

=====

Least stable of them? run w.